Computed, not measured: the molecule CH3NO2P2 at a distorted geometry, with wB97M-V/def2-TZVPD.

Calculated values
SMILES: O=PNC#[PH]O
ΔE to the lowest compared entry with this formula, charge and spin: 168.1 kJ/mol
LUMO energy: -1.21 eV
highest occupied orbital energy: -8.535 eV
E_tot: -25246.395 eV
largest force on an atom: 0.043 Eh/bohr

Each atom is followed by the atoms it is bonded to, with distances in Å.
Geometry (Å):
1 O 2.8525 -1.2113 0.0273  P2 1.474
2 P 2.6959 0.2477 -0.1098  O1 1.474, N3 1.765
3 N 0.9360 0.3597 -0.1802  P2 1.765, C4 1.304, H7 1.082
4 C 0.1106 1.3146 0.1471  N3 1.304, P5 1.834
5 P -1.6426 0.9446 -0.2418  C4 1.834, O6 1.722, H8 1.443
6 O -1.5316 -0.7485 -0.5331  P5 1.722, H9 0.961
7 H 0.4996 -0.5747 -0.5061  N3 1.082
8 H -2.2057 0.8304 1.0822  P5 1.443
9 H -1.7146 -1.1626 0.3145  O6 0.961

And the natural (NBO) charges, in e, turn out to be: number 1, O, carries -0.9760; number 2, P, carries 1.4946; number 3, N, carries -0.9526; number 4, C, carries -0.2079; number 5, P, carries 0.7978; number 6, O, carries -0.9880; number 7, H, carries 0.3965; number 8, H, carries -0.0493; number 9, H, carries 0.4849